# 1
DFT (the ωB97M-V functional and the def2-TZVPD basis) results for a molecular structure, C46H72N2O3P2SbSe2Tl.

Geometry as XYZ:
```
129
C46H72N2O3P2SbSe2Tl | the OMol25 dataset | the ωB97M-V functional and the def2-TZVPD basis
Tl 0.373 -0.103 0.412
Se -0.001 -1.289 2.921
P -0.632 0.714 3.504
Se -0.347 2.154 1.864
C -2.362 0.695 4.016
C -2.933 -0.481 4.498
C -4.252 -0.474 4.930
C -4.995 0.697 4.881
C -4.427 1.868 4.396
C -3.111 1.870 3.959
C 0.345 1.297 4.908
C 0.084 2.579 5.398
C 0.835 3.081 6.448
C 1.845 2.309 7.010
C 2.097 1.031 6.533
C 1.350 0.521 5.476
H -2.356 -1.394 4.537
H -4.700 -1.384 5.307
H -6.024 0.698 5.218
H -5.011 2.779 4.352
H -2.675 2.777 3.561
H -0.705 3.182 4.963
H 0.630 4.073 6.831
H 2.433 2.704 7.831
H 2.870 0.424 6.987
H 1.543 -0.477 5.105
O -0.935 -1.610 -0.658
P -1.129 -3.055 -1.148
C -1.499 -2.987 -2.936
C -2.062 -4.291 -3.555
C -3.593 -4.385 -3.552
C -4.234 -3.123 -4.120
C -3.824 -1.919 -3.280
C -2.308 -1.729 -3.328
C -2.530 -3.766 -0.214
C -2.545 -3.254 1.235
C -3.857 -3.649 1.915
C -4.089 -5.159 1.857
C -4.061 -5.655 0.412
C -2.738 -5.288 -0.265
C 0.547 -3.814 -1.060
C 1.078 -3.946 0.381
C 0.746 -5.278 1.053
C 1.173 -6.459 0.180
C 0.532 -6.373 -1.206
C 0.893 -5.058 -1.891
H -0.486 -2.842 -3.332
H -1.643 -5.165 -3.051
H -1.721 -4.336 -4.593
H -3.971 -4.541 -2.537
H -3.882 -5.257 -4.139
H -5.319 -3.226 -4.137
H -3.902 -2.974 -5.154
H -4.156 -2.065 -2.246
H -4.307 -1.012 -3.644
H -2.017 -0.896 -2.687
H -2.033 -1.466 -4.354
H -3.367 -3.291 -0.739
H -2.433 -2.171 1.247
H -1.701 -3.677 1.792
H -4.686 -3.138 1.411
H -3.845 -3.307 2.952
H -5.048 -5.401 2.316
H -3.310 -5.671 2.434
H -4.896 -5.212 -0.143
H -4.189 -6.738 0.382
H -2.735 -5.657 -1.290
H -1.932 -5.792 0.269
H 1.073 -2.963 -1.514
H 0.709 -3.118 0.992
H 2.168 -3.855 0.336
H -0.326 -5.339 1.251
H 1.248 -5.319 2.021
H 0.895 -7.396 0.663
H 2.265 -6.458 0.074
H -0.553 -6.464 -1.116
H 0.871 -7.202 -1.827
H 0.437 -5.005 -2.880
H 1.977 -5.043 -2.048
C 5.569 1.441 1.492
C 4.048 1.464 1.370
C 3.352 1.537 2.725
Sb 3.321 -0.245 0.238
C 3.780 0.247 -1.831
C 3.487 1.732 -2.034
C 5.206 -0.132 -2.228
C 4.340 -2.059 0.906
C 3.867 -2.355 2.326
C 5.856 -1.940 0.792
H 5.908 2.415 1.858
H 6.078 1.253 0.544
H 5.894 0.693 2.217
H 3.732 2.302 0.745
H 3.594 0.676 3.353
H 2.269 1.610 2.632
H 3.695 2.434 3.252
H 3.068 -0.353 -2.402
H 4.236 2.353 -1.536
H 2.499 2.017 -1.665
H 3.524 1.967 -3.101
H 5.951 0.364 -1.600
H 5.388 0.185 -3.260
H 5.373 -1.208 -2.183
H 3.971 -2.809 0.208
H 4.251 -1.613 3.030
H 4.253 -3.331 2.638
H 2.780 -2.383 2.412
H 6.263 -1.240 1.519
H 6.190 -1.646 -0.202
H 6.293 -2.921 1.002
O 0.624 4.953 -0.012
C 1.120 5.226 -1.311
N 0.101 5.462 -2.291
C -0.576 4.561 -3.059
O -1.386 4.906 -3.892
C -0.253 3.093 -2.926
C -0.096 2.396 -4.117
C 0.167 1.039 -4.087
C 0.248 0.415 -2.861
N 0.053 1.067 -1.711
C -0.199 2.385 -1.733
H 0.192 5.737 0.341
H 1.702 4.353 -1.588
H 1.775 6.094 -1.300
H -0.182 6.414 -2.464
H -0.188 2.932 -5.055
H 0.294 0.474 -5.001
H 0.448 -0.649 -2.780
H -0.391 2.867 -0.782
```

The HOMO-LUMO gap is 6.95 eV. The highest occupied orbital energy is -13.258 eV. Its total charge is +2. The value obtained for the calculated total energy is -8029.20516 Eh.

Atom charges from the Mulliken analysis, given in e for atoms 1 to 4: 2.076, -0.580, 0.006, -0.104


# 2
DFT (the ωB97M-V functional and the def2-TZVPD basis) results for a single C8H16N2O3 molecule.

Geometry as XYZ:
```
29
C8H16N2O3 | the OMol25 dataset | the ωB97M-V functional and the def2-TZVPD basis
C 2.594 1.419 -0.359
C 2.401 -0.584 1.047
C 1.559 0.960 -1.435
C 0.954 -0.822 -0.037
C -1.711 -1.593 -0.974
C -2.815 0.001 0.582
C -0.329 -0.193 0.613
C -1.657 -0.233 -0.268
N 2.329 0.928 1.011
N 0.835 -2.345 0.074
O 0.176 -2.823 0.992
O 1.626 -2.902 -0.696
O 1.261 -0.388 -1.290
H 3.547 1.129 -0.822
H 2.442 2.568 -0.420
H 2.551 -1.075 2.062
H 3.228 -0.860 0.372
H 0.609 1.623 -1.442
H 1.805 1.176 -2.502
H -1.951 -2.479 -0.283
H -0.681 -1.820 -1.421
H -2.431 -1.576 -1.807
H -2.925 -0.699 1.584
H -3.849 -0.094 -0.044
H -2.643 0.981 1.058
H -0.590 -0.727 1.569
H -0.183 0.843 0.887
H -1.591 0.511 -1.004
H 3.046 1.318 1.680
```

The HOMO-LUMO gap is 9.56 eV. As for the structure (SMILES): CC(C)C[C@]1([N+](=O)[O-])CNCCO1. The highest occupied orbital energy is -9.213 eV. Its total charge is 0. The value obtained for the calculated total energy is -649.44949 Eh. The relative energy (zero: lowest compared OMol25 entry of this formula, charge and spin) is 7.331 eV.

Atom charges from the natural (NBO) analysis, given in e for atoms 1 to 4: -0.263, -0.233, -0.070, 0.429


# 3
DFT (the ωB97M-V functional and the def2-TZVPD basis) results for a gas-phase ion, C8H14N3O2 (charge +1).

Geometry as XYZ:
```
27
C8H14N3O2 | the OMol25 dataset | the ωB97M-V functional and the def2-TZVPD basis
C 1.879 0.280 -1.722
C 1.360 -0.041 -0.546
C -0.244 -0.836 2.093
C -1.773 0.824 1.031
C -0.875 3.108 1.457
C -1.706 3.169 0.267
C 0.988 -2.788 -1.484
C -0.155 -1.820 -1.281
N -1.066 1.922 0.737
N 0.292 -1.417 1.092
N 0.223 -0.779 -0.319
O -0.957 0.150 2.179
O -2.667 0.241 0.633
H 2.811 0.798 -1.736
H 1.538 -0.025 -2.695
H 1.984 0.371 0.350
H -0.026 -1.352 3.019
H 0.150 3.202 1.276
H -1.189 3.112 2.445
H -2.686 3.359 0.280
H -1.196 3.407 -0.633
H 0.818 -3.594 -2.078
H 1.904 -2.148 -1.689
H 1.349 -3.189 -0.550
H -1.021 -2.265 -0.989
H -0.454 -1.375 -2.181
H 0.720 -2.316 1.045
```

The HOMO-LUMO gap is 9.47 eV. As for the structure (SMILES): C=CN(CC)/[NH+]=C\OC(=O)N1CC1. The highest occupied orbital energy is -12.477 eV. Its total charge is +1. The value obtained for the calculated total energy is -627.56202 Eh. The relative energy (zero: lowest compared OMol25 entry of this formula, charge and spin) is 5.205 eV.

Atom charges from the natural (NBO) analysis, given in e for atoms 1 to 4: -0.447, -0.059, 0.575, 0.933


# 4
DFT (the ωB97M-V functional and the def2-TZVPD basis) results for a single C4H4S molecule.

Geometry as XYZ:
```
9
C4H4S | the OMol25 dataset | the ωB97M-V functional and the def2-TZVPD basis
C 1.225 -0.577 -0.059
C 1.190 0.713 -0.057
C -1.308 -0.082 0.592
C -0.128 0.037 -0.353
S -2.781 0.063 -0.032
H 1.872 -1.507 -0.150
H 1.679 1.608 -0.229
H -1.270 -0.340 1.626
H -0.479 0.086 -1.338
```

The HOMO-LUMO gap is 8.54 eV. As for the structure (SMILES): S=CC1C=C1. The highest occupied orbital energy is -8.525 eV. Its total charge is 0. The value obtained for the calculated total energy is -552.87066 Eh. The relative energy (zero: lowest compared OMol25 entry of this formula, charge and spin) is 3.302 eV.

Atom charges from the natural (NBO) analysis, given in e for atoms 1 to 4: -0.161, -0.159, -0.262, -0.317


# 5
DFT (the ωB97M-V functional and the def2-TZVPD basis) results for a molecular structure, C10H20CdN2O2P2.

Geometry as XYZ:
```
37
C10H20CdN2O2P2 | the OMol25 dataset | the ωB97M-V functional and the def2-TZVPD basis
Cd -0.495 0.103 -0.220
P -0.239 -1.016 -2.532
P -1.742 2.102 0.682
N 1.558 -1.203 -0.034
N 0.718 0.600 1.765
H 3.339 -1.438 1.135
H 2.126 -0.198 3.125
H 1.849 -2.102 1.882
C 2.255 -1.274 1.275
H 2.840 0.721 1.766
C 2.028 0.017 2.046
H 3.163 -1.963 -1.094
H 0.963 1.994 3.277
C 2.141 -1.539 -1.117
C 0.350 1.680 2.414
H 1.535 -2.629 -2.841
C 1.530 -1.586 -2.493
H 2.125 -0.984 -3.196
H -1.583 3.248 -0.155
H -3.104 2.149 1.109
H -0.209 -0.245 -3.721
H -0.888 -2.204 -2.995
O 0.742 1.494 -1.534
C 2.053 1.831 -1.199
C 2.959 1.887 -2.420
C 2.051 3.199 -0.511
H 2.444 0.951 -0.577
H 3.158 0.885 -2.804
H 2.478 2.475 -3.207
H 3.917 2.362 -2.176
H 1.487 3.221 0.422
H 3.060 3.586 -0.325
H 1.558 3.911 -1.187
C -0.767 2.466 2.104
H -0.984 3.295 2.772
O -1.966 -2.521 1.897
C -1.603 -1.701 1.189
```

The HOMO-LUMO gap (alpha / beta) is 8.00 / 5.38 eV. Its spin multiplicity is 2. Its expectation value of S² is 0.784. The highest occupied orbital energy (alpha / beta) is -10.878 / -10.872 eV. Its total charge is +1. The value obtained for the calculated total energy is -1503.12438 Eh. The relative energy (zero: lowest compared OMol25 entry of this formula, charge and spin) is 0.000 eV.

Atom charges from the natural (NBO) analysis, given in e for atoms 1 to 4: 1.514, 0.243, 0.201, -0.541


# 6
DFT (the ωB97M-V functional and the def2-TZVPD basis) results for 2 unconnected molecules or ions with the total composition C4H5N3.

Geometry as XYZ:
```
12
C4H5N3 | the OMol25 dataset | the ωB97M-V functional and the def2-TZVPD basis
C -1.552 0.320 0.171
N -0.234 -0.291 -0.542
C 0.966 -0.579 -0.161
C 1.897 -1.312 -1.008
N 2.686 -1.913 -1.611
C 0.879 1.386 1.857
N 0.121 1.916 1.131
H -2.171 -0.567 0.121
H -1.892 1.130 -0.480
H -1.580 0.729 1.195
H -0.431 -0.599 -1.501
H 1.313 -0.222 0.829
```

The HOMO-LUMO gap is 6.83 eV. The highest occupied orbital energy is -8.986 eV. Its total charge is 0. The value obtained for the calculated total energy is -319.51855 Eh. The relative energy (zero: lowest compared OMol25 entry of this formula, charge and spin) is 5.270 eV.

Atom charges from the natural (NBO) analysis, given in e for atoms 1 to 4: -0.373, -0.370, 0.156, 0.168


# 7
DFT (the ωB97M-V functional and the def2-TZVPD basis) results for a single C5H7NO molecule.

Geometry as XYZ:
```
14
C5H7NO | the OMol25 dataset | the ωB97M-V functional and the def2-TZVPD basis
C -1.715 -1.053 0.259
C -0.307 -0.575 0.198
C 0.255 0.573 -0.272
N -0.417 1.659 -0.867
C 1.673 0.430 -0.099
C 1.857 -0.787 0.469
O 0.675 -1.409 0.665
H -2.179 -0.894 1.241
H -2.310 -0.522 -0.493
H -1.765 -2.123 0.034
H 0.185 2.467 -0.963
H -1.243 1.932 -0.347
H 2.440 1.143 -0.375
H 2.737 -1.332 0.779
```

The HOMO-LUMO gap is 8.85 eV. As for the structure (SMILES): Cc1occc1N. The highest occupied orbital energy is -7.789 eV. Its total charge is 0. The value obtained for the calculated total energy is -324.69768 Eh. The relative energy (zero: lowest compared OMol25 entry of this formula, charge and spin) is 0.729 eV.

Atom charges from the natural (NBO) analysis, given in e for atoms 1 to 4: -0.655, 0.207, 0.071, -0.814


# 8
DFT (the ωB97M-V functional and the def2-TZVPD basis) results for a molecular structure, C46H49FeN5OS6Te.

Geometry as XYZ:
```
109
C46H49FeN5OS6Te | the OMol25 dataset | the ωB97M-V functional and the def2-TZVPD basis
Fe 12.973 12.587 12.456
S 9.626 16.092 15.582
C 10.756 15.363 16.525
S 12.013 16.119 17.419
S 10.407 13.633 16.595
S 14.395 12.258 10.770
C 14.013 13.584 9.730
N 14.737 13.812 8.619
C 14.194 14.547 7.458
C 12.682 14.213 7.435
N 12.029 14.441 8.727
C 10.614 14.833 8.664
C 10.533 16.371 8.865
C 11.250 17.058 9.885
C 11.421 18.452 9.870
C 10.590 19.267 9.086
C 9.684 18.668 8.191
C 9.746 17.238 8.074
C 12.633 14.152 9.884
S 11.775 14.117 11.397
C 16.196 13.673 8.504
C 17.016 14.783 9.121
C 18.204 15.228 8.558
C 18.942 16.206 9.223
C 18.550 16.768 10.430
C 17.346 16.276 11.031
C 16.607 15.305 10.408
H 14.687 14.298 6.506
H 14.344 15.636 7.530
H 12.620 13.112 7.314
H 12.150 14.606 6.556
H 10.000 14.384 9.510
H 10.091 14.613 7.714
H 11.610 16.380 10.664
H 12.102 18.821 10.628
H 10.627 20.322 9.204
H 8.949 19.295 7.694
H 9.134 16.837 7.270
H 16.413 13.528 7.441
H 16.433 12.715 8.961
H 18.520 14.780 7.619
H 19.907 16.449 8.768
H 19.132 17.512 10.977
H 17.075 16.718 11.971
H 15.757 14.749 10.829
C 10.917 7.835 13.516
N 10.482 8.741 12.484
C 9.522 8.375 11.398
C 9.388 9.590 10.561
N 10.254 10.595 11.307
C 10.875 10.036 12.336
S 11.889 10.840 13.419
H 10.984 6.801 13.094
H 10.179 7.887 14.383
H 11.949 8.031 13.840
H 8.579 8.091 11.818
H 9.980 7.628 10.760
H 8.394 9.882 10.607
H 9.695 9.506 9.448
H 10.576 11.487 10.847
C 12.042 13.304 25.325
C 11.898 13.247 23.844
C 12.594 12.269 23.151
C 12.522 12.112 21.748
C 13.303 10.997 21.071
C 11.840 13.147 21.001
Te 12.078 13.164 18.751
N 13.775 13.021 13.807
C 14.471 12.574 14.820
O 13.964 11.973 15.797
C 15.877 12.975 14.846
C 16.409 13.534 13.675
C 17.783 13.780 13.636
C 18.562 13.622 14.802
C 17.969 13.200 15.992
C 16.590 12.921 16.036
C 11.195 11.217 18.601
C 12.137 10.295 18.087
C 11.738 8.965 18.060
C 10.486 8.483 18.446
C 9.598 9.417 18.982
C 9.946 10.777 19.065
C 9.020 11.780 19.599
C 11.268 14.242 21.683
C 10.563 15.352 20.985
C 11.272 14.236 23.119
H 11.830 14.269 25.737
H 12.951 12.864 25.856
H 11.338 12.640 25.869
H 13.019 11.389 23.683
H 14.161 10.696 21.681
H 13.714 11.215 20.093
H 12.631 10.117 20.947
H 15.765 13.581 12.800
H 18.244 14.008 12.669
H 19.600 13.953 14.766
H 18.575 13.259 16.950
H 16.065 12.559 16.993
H 13.028 10.659 17.674
H 12.429 8.205 17.704
H 10.193 7.397 18.435
H 8.660 9.111 19.422
H 7.968 11.534 19.422
H 9.193 12.802 19.210
H 9.094 11.925 20.675
H 9.990 15.947 21.665
H 9.871 14.964 20.246
H 11.171 16.015 20.338
H 10.743 15.030 23.643
```

The HOMO-LUMO gap (alpha / beta) is 4.08 / 5.07 eV. Its spin multiplicity is 5. Its expectation value of S² is 6.464. The highest occupied orbital energy (alpha / beta) is -5.966 / -6.957 eV. Its total charge is 0. The value obtained for the calculated total energy is -6051.91888 Eh.

Atom charges from the Mulliken analysis, given in e for atoms 1 to 4: 0.587, -0.275, 0.123, -0.371


Question: Look up the calculated total energy of the fourth one.
Answer: -552.87066 Eh